Record 1
# C21H37F7NO6

5 unconnected molecules or ions with the total composition C21H37F7NO6 (the ωB97M-V functional and the def2-TZVPD basis, OMol25).

```
72
Properties=species:S:1:pos:R:3:forces:R:3
O 0.757 -0.659 2.516 1.86 -1.75 -5.09
C 2.854 -0.039 -0.583 2.44 -0.07 2.35
H 10.653 0.736 0.591 0.07 0.14 -0.06
H 2.947 5.613 0.981 0.09 0.04 -0.13
N 5.325 0.489 0.067 -3.91 -1.25 0.04
H -4.398 -3.578 -2.431 -0.03 0.03 -0.06
H 9.465 1.628 -2.091 -0.24 -0.03 0.16
O -7.717 -3.508 -2.956 -0.14 -0.22 0.04
H 4.633 6.147 1.146 -0.09 -0.05 0.00
H -8.332 -2.088 2.428 0.00 -0.07 0.00
H -5.691 -2.474 -0.482 -0.06 0.05 -0.02
C 2.522 -0.529 0.847 3.65 0.69 -1.15
F -2.488 -2.147 1.411 1.25 2.35 -2.33
C 1.111 -1.042 1.368 -1.07 1.91 4.73
H 11.529 0.760 -0.954 -0.09 -0.01 0.07
C 10.121 3.136 -0.705 -0.19 0.23 -0.13
H 6.012 0.064 2.119 -1.85 -0.16 -1.26
H -5.318 -4.328 -3.753 0.00 0.03 0.13
H -10.841 -4.590 1.981 -0.06 0.16 0.10
H 4.464 0.853 -2.026 0.17 -0.55 2.16
C -5.313 -3.511 -3.026 0.16 -0.27 -0.10
O -11.163 -3.894 2.569 -0.17 0.03 0.21
H -10.778 -1.934 2.980 -0.11 -0.22 0.02
C -10.406 -2.714 2.310 0.31 -0.40 -0.50
H -10.059 -1.374 0.639 -0.03 -0.06 -0.03
H -7.704 -2.664 -3.427 0.01 -0.17 0.11
H -8.554 -3.791 1.972 -0.06 0.10 -0.10
H 9.426 3.897 -1.071 0.10 -0.08 -0.05
C 4.295 5.075 -1.389 0.18 -0.11 -0.20
O 8.311 1.575 -0.406 -1.04 -0.23 0.23
H 8.417 1.674 0.551 0.24 0.10 -0.21
C 9.597 1.742 -1.012 0.81 0.13 0.29
H -8.804 -3.298 3.640 -0.04 0.10 -0.07
C 5.088 0.009 1.430 -2.69 -0.19 -1.05
F -0.231 0.056 -0.507 -1.07 -2.64 0.95
C -10.615 -2.288 0.865 -0.20 0.21 -0.09
H -10.291 -3.074 0.174 0.12 0.04 0.08
H 11.096 3.301 -1.169 -0.09 -0.02 0.07
F -1.836 0.705 2.100 -1.72 -1.10 -3.46
H 2.060 -0.045 -1.400 1.33 0.03 1.32
H 3.581 -0.856 2.984 0.04 0.57 -1.78
H -6.589 -1.468 -1.640 0.12 -0.07 -0.06
F -0.780 -2.001 -1.375 0.39 1.99 3.08
F -3.094 -1.437 -0.675 2.18 0.82 2.68
C -2.204 -1.170 0.427 -2.21 -0.96 -0.52
C -2.642 0.260 1.006 -2.62 1.67 1.77
H 10.217 3.288 0.375 0.11 -0.12 -0.04
C -8.938 -2.981 2.602 0.15 0.08 0.28
H 10.146 -0.327 -0.713 0.07 0.09 -0.07
C -6.549 -3.576 -2.142 0.13 0.65 -0.28
F -3.953 0.079 1.567 3.41 0.37 -1.53
C 3.691 -0.503 1.907 1.35 1.43 -3.97
F -2.803 1.259 0.006 1.10 -2.74 2.72
H 4.573 4.402 -2.205 0.06 0.07 0.07
H -5.291 -2.578 -3.598 -0.01 0.04 0.15
C 4.295 0.487 -0.949 -2.31 -1.42 3.17
C 3.981 5.272 1.095 0.13 -0.08 0.28
H 6.255 0.856 -0.227 -0.36 -0.31 0.42
H -11.675 -2.111 0.666 0.10 0.04 0.07
C 4.379 4.357 -0.052 -0.46 0.70 -0.10
C -6.568 -2.439 -1.134 -0.11 -0.03 0.31
H 5.399 3.992 0.106 -0.13 -0.19 -0.01
H 2.613 3.528 -0.209 0.19 0.02 0.06
H 3.272 5.409 -1.589 0.06 0.06 0.14
H -7.467 -2.491 -0.513 0.10 -0.06 -0.02
H 4.035 4.740 2.048 0.07 0.06 -0.08
C -0.705 -1.245 -0.151 0.66 -1.28 -2.29
H -6.574 -4.535 -1.616 -0.18 0.04 -0.15
C 10.542 0.669 -0.496 -0.09 -0.29 -0.10
O 0.230 -1.937 0.677 0.25 2.72 -1.09
H 4.957 5.944 -1.412 -0.09 -0.06 -0.03
O 3.518 3.216 -0.070 0.05 -0.55 -0.03
```
Positions in Å, forces in eV/Å.

## Properties
- Total charge: +1
- HOMO-LUMO gap: 0.208 Eh

=====

Record 2
# C21H37GeN3O6STi

A molecular structure, C21H37GeN3O6STi (the ωB97M-V functional and the def2-TZVPD basis, OMol25).

```
70
Properties=species:S:1:pos:R:3:forces:R:3
H -5.509 0.755 -1.987 0.04 -0.01 0.01
H -4.071 -1.141 1.574 0.00 0.01 -0.02
C -4.924 -0.210 -0.149 0.03 0.01 0.08
C 1.584 -1.102 2.749 0.00 0.04 0.03
H -3.230 0.827 -2.884 0.00 0.00 0.02
C -4.693 0.359 -1.402 -0.05 0.00 -0.05
C 0.536 3.592 1.565 0.06 -0.02 -0.08
H -0.880 0.779 -2.229 0.04 0.00 0.03
Ge 2.283 1.402 1.011 -0.36 -0.23 -0.04
O -8.551 -0.447 0.504 -0.01 0.10 -0.06
C -1.580 2.328 1.124 -0.04 -0.06 0.03
N -0.066 -4.474 -0.417 0.09 -0.19 -0.11
H 1.827 -2.485 -2.115 0.02 0.04 0.03
O -7.415 1.115 -1.134 -0.06 -0.02 -0.03
H 3.761 -1.611 -2.241 0.00 0.02 -0.06
H -2.281 1.995 0.359 0.06 0.01 0.03
C -3.401 0.397 -1.903 -0.08 -0.05 0.00
S -7.529 0.484 0.151 -0.22 0.00 0.17
H 2.846 2.553 -1.558 -0.02 -0.01 0.00
H 4.347 1.805 -0.905 0.02 -0.02 0.00
O -6.137 -0.390 0.442 0.11 -0.05 -0.16
H 0.731 2.974 2.453 -0.03 0.03 0.01
C -0.379 -3.288 0.082 0.04 0.10 -0.18
C -2.359 -0.138 -1.170 0.18 0.03 -0.10
H -0.479 -5.352 -0.127 0.01 0.00 -0.01
H 0.519 -2.227 4.215 -0.01 0.01 0.00
H -1.393 1.513 1.826 0.02 0.01 0.04
C -0.290 2.848 0.527 0.05 0.03 0.04
C 0.892 -4.324 -1.399 -0.15 -0.14 0.10
H -1.127 4.543 -0.466 0.00 -0.01 -0.02
H 1.474 3.980 1.152 -0.02 -0.03 0.00
H -0.248 -0.684 3.824 0.02 0.00 0.01
C 2.395 -0.191 3.650 -0.02 0.03 -0.01
H -2.059 3.130 1.687 -0.01 0.02 -0.05
O 1.155 -0.232 1.556 0.07 -0.04 -0.08
N -0.984 -0.094 -1.708 -0.05 0.08 0.05
C 2.096 0.463 -3.171 -0.14 -0.06 0.03
H 3.381 0.038 3.236 0.01 -0.01 -0.02
H -0.014 4.463 1.921 -0.03 -0.01 0.01
H 2.572 -0.698 4.600 0.01 -0.01 0.00
H 2.626 0.718 -4.088 0.01 0.01 0.00
C 2.412 -2.259 2.230 -0.01 -0.03 -0.08
H -1.120 -3.145 0.849 0.01 0.00 0.01
H 4.707 -0.393 -3.095 0.02 -0.01 0.01
H 2.955 -2.707 3.063 -0.03 -0.02 0.01
C 3.635 1.815 -1.733 -0.02 0.03 0.01
H 4.187 2.155 -2.610 0.01 0.01 -0.01
H 1.635 -0.515 -3.338 0.01 -0.01 0.00
O 2.284 0.021 -0.755 -0.47 -0.15 -0.14
H -1.771 -1.081 0.684 0.04 0.00 0.06
O 0.562 1.656 0.081 -0.04 0.06 0.06
H 4.869 -0.564 -1.345 -0.01 0.01 -0.01
H -1.050 3.105 -1.477 -0.03 0.02 0.02
C 3.075 0.438 -2.018 0.11 0.08 0.00
H 0.425 4.040 -1.138 -0.01 0.00 0.02
C 0.294 -1.532 3.405 -0.09 0.03 0.03
H 1.297 -5.155 -1.952 -0.03 0.01 0.03
Ti 0.590 -0.285 -0.244 0.73 0.36 0.09
C 1.142 -3.000 -1.467 -0.12 0.13 0.19
H 1.328 1.225 -3.019 0.01 0.01 -0.01
H 1.798 -3.041 1.782 0.00 0.04 -0.02
C 4.161 -0.600 -2.173 0.03 -0.05 0.10
C -2.586 -0.689 0.078 0.03 0.00 0.04
H -0.871 -0.839 -2.400 -0.05 0.00 -0.01
H 1.859 0.733 3.881 -0.02 -0.01 0.01
H -0.357 -2.050 2.699 0.02 -0.04 0.00
C -0.513 3.676 -0.717 0.01 0.03 -0.08
C -3.865 -0.720 0.599 0.10 -0.02 0.06
N 0.337 -2.336 -0.527 0.15 -0.09 -0.02
H 3.154 -1.927 1.501 0.03 0.03 0.02
```
Positions in Å, forces in eV/Å.

## Properties
- Multiplicity: 2
- Total charge: +3
- HOMO-LUMO gap (alpha / beta): 0.197 / 0.227 Eh